Entry 1:
22
Properties=species:S:1:pos:R:3:forces:R:3:mulliken_charge:R:1 method="wB97M-V/def2-TZVPD" homo_energy_ev="-8.623 / -8.619" fmax_ev_per_a=0.8 multiplicity=2 e_above_lowest_kcal_mol=11.4 gap_ev="9.714 / 7.259" e_tot_ev=-9984.1764
C 2.312 -0.323 -0.708 0.13 -0.52 0.17 -0.29
N 0.885 -0.563 -0.858 -0.65 0.04 0.04 -0.33
C -0.021 0.309 -0.100 0.79 0.23 0.01 0.07
C -1.406 0.217 -0.722 -0.11 0.04 0.46 -0.58
C -2.479 1.128 -0.126 0.63 0.39 -0.41 -0.49
O -2.928 0.855 1.118 -0.31 -0.15 0.04 -0.35
C 0.070 0.080 1.410 -0.47 0.36 0.35 -1.17
C 3.054 -1.538 -0.153 0.31 0.60 0.17 -1.23
H 2.505 0.490 -0.012 -0.10 0.36 -0.04 0.24
H 2.717 -0.051 -1.682 0.19 0.12 -0.02 0.33
H 0.642 -1.520 -0.632 0.20 -0.07 -0.04 0.30
H 0.370 1.321 -0.254 -0.24 0.12 -0.20 0.24
H -1.758 -0.810 -0.644 -0.11 -0.21 -0.09 0.30
H -1.312 0.464 -1.778 0.02 -0.10 -0.12 0.33
H -3.291 1.260 -0.861 -0.28 -0.08 0.25 0.39
H -2.093 2.173 -0.047 0.02 -0.11 0.00 0.29
H 0.074 -0.974 1.693 0.09 -0.05 -0.13 0.25
H 0.945 0.588 1.811 0.35 -0.32 -0.03 0.30
H -0.758 0.538 1.951 -0.16 -0.03 -0.13 0.41
H 2.783 -1.680 0.898 -0.18 -0.30 -0.21 0.30
H 4.133 -1.348 -0.151 -0.08 -0.09 -0.16 0.38
H 2.859 -2.420 -0.755 -0.05 -0.23 0.09 0.33

=====

Entry 2:
49
Properties=species:S:1:pos:R:3:forces:R:3:mulliken_charge:R:1 method="wB97M-V/def2-TZVPD" homo_energy_ev="-15.521 / -15.521" fmax_ev_per_a=6.6 multiplicity=4 total_charge=+2 gap_ev="6.897 / 7.005" e_tot_ev=-82207.1529
I -2.449 0.203 -5.414 -0.06 -0.03 0.03 0.04
I 0.200 0.266 -5.561 0.10 -0.01 0.39 -0.02
Nd 0.354 0.117 -1.272 1.64 -1.26 -1.26 1.20
P -0.596 -2.539 -2.060 0.54 -1.42 0.57 0.56
C -1.075 -3.610 -0.649 -0.35 0.38 0.34 -1.16
C -1.512 -3.272 -3.444 -0.34 0.65 -0.20 -1.01
H -1.243 -4.329 -3.580 -0.01 0.37 0.11 0.41
H 1.051 -4.209 -2.663 0.08 0.25 0.03 0.40
H -1.286 -2.683 -4.339 -0.10 -0.34 -0.02 0.26
H 1.596 -2.561 -3.106 0.13 -0.32 0.07 0.39
H -2.006 -3.224 -0.210 0.16 -0.33 -0.06 0.40
H -2.586 -3.178 -3.237 0.21 -0.11 -0.14 0.36
C 1.115 -3.167 -2.325 0.05 0.41 -0.16 -1.12
H -1.235 -4.636 -1.009 0.06 0.31 0.10 0.39
H 1.698 -3.126 -1.392 -0.21 0.01 -0.30 0.37
H -0.294 -3.615 0.126 -0.23 0.02 -0.33 0.31
P -0.338 2.932 -1.811 -0.20 2.16 -0.33 0.59
C -0.556 4.133 -0.443 0.14 -0.25 0.56 -1.21
C 1.020 3.737 -2.745 0.33 -0.54 0.02 -1.13
H -1.882 2.641 -3.655 -0.06 0.31 0.01 0.07
H -1.668 4.383 -3.250 0.02 -0.32 0.19 0.38
H -2.690 3.320 -2.231 0.10 0.04 -0.13 0.37
C -1.781 3.369 -2.841 -0.23 -0.61 -0.17 -0.83
H 1.252 3.127 -3.627 0.05 0.31 0.06 0.35
H 0.704 4.745 -3.050 0.08 -0.34 0.10 0.40
H -0.295 5.151 -0.772 -0.13 -0.41 0.02 0.38
H 0.093 3.861 0.399 -0.07 0.23 -0.10 0.38
H 1.914 3.807 -2.110 -0.15 0.05 -0.21 0.39
H -1.592 4.124 -0.082 0.22 0.02 -0.11 0.42
C -1.505 1.041 0.036 -4.62 1.61 4.50 0.22
O -2.293 1.393 0.808 3.32 -1.31 -3.43 -0.09
O 1.787 -2.940 0.996 -0.34 1.90 -0.29 -0.53
C 1.627 -1.740 1.141 0.53 -1.84 1.23 0.37
O 1.561 -0.848 0.145 -0.51 0.38 -0.91 -0.55
C 1.413 -1.110 2.484 -0.37 0.52 0.58 0.33
C 1.858 0.193 2.749 -0.31 0.15 0.49 -0.41
C 1.522 0.805 3.971 -0.38 -1.98 -0.60 -0.28
C 0.716 0.145 4.907 -0.31 -0.04 -0.09 -0.27
C 0.233 -1.134 4.609 1.43 0.64 -1.79 -0.30
C 0.627 -1.788 3.422 -0.05 0.35 0.45 -0.50
N -0.734 -1.772 5.452 -2.48 -1.47 2.68 0.96
O -1.093 -1.186 6.501 1.07 -1.03 -2.50 -0.54
O -1.191 -2.879 5.093 1.09 2.21 0.40 -0.56
N 1.998 2.129 4.250 0.97 3.25 1.18 0.98
O 2.648 2.721 3.360 -1.23 -1.26 1.30 -0.59
O 1.736 2.637 5.362 0.43 -1.38 -2.43 -0.53
H 2.463 0.728 2.023 -0.05 0.00 0.23 0.68
H 0.415 0.639 5.827 0.11 -0.08 -0.13 0.63
H 0.300 -2.801 3.217 -0.08 0.12 0.09 0.64